Molecular formula: C32H52Cl2FN5O11PS3
Method: DFT, ωB97M-V/def2-TZVPD

Geometry as XYZ:
```
107
Properties=species:S:1:pos:R:3:mulliken_charge:R:1
C 2.320 -1.375 0.219 -0.119
C 3.095 -0.447 1.367 -0.443
O 3.455 0.891 0.829 -0.351
P 2.214 2.077 1.278 0.704
O 2.522 2.443 2.812 -0.707
C 0.465 1.313 1.177 0.538
C -0.742 2.263 1.750 -0.407
C -1.879 2.425 0.578 -0.914
N -3.071 1.497 0.714 0.592
C -3.177 0.159 -0.048 0.016
O -4.315 -0.215 -0.697 -0.382
N -2.010 -0.822 -0.185 -0.011
C -1.627 -1.437 1.143 0.630
O -1.108 -2.688 1.281 -0.501
F -1.861 -0.695 2.415 -0.246
C -4.136 1.855 1.545 -0.025
N -4.305 3.126 2.392 -0.267
C -5.728 3.543 1.965 0.528
C -5.628 4.908 1.033 -0.135
C -5.702 4.850 -0.590 -0.243
C -5.566 6.139 -1.627 -0.426
C -5.386 7.568 -0.774 -0.338
C -5.380 7.416 0.847 -0.088
N -5.466 6.217 1.728 -0.398
C -6.458 2.206 1.361 -0.732
N -5.441 1.142 1.822 0.194
C -5.656 0.563 3.204 0.032
Cl -6.248 1.508 4.702 -0.151
C -5.418 -0.918 3.426 0.370
C -5.696 -1.568 4.940 -0.651
Cl -4.868 -2.110 2.115 -0.154
O 2.464 3.470 0.262 -0.427
C 1.581 3.468 -0.918 -0.109
C 1.819 2.223 -1.959 -0.149
H 2.892 -2.373 0.004 0.352
H 2.224 -0.780 -0.810 -0.021
H 1.227 -1.674 0.590 -0.136
H 2.474 -0.359 2.370 0.359
H 4.125 -0.997 1.586 0.319
H 0.274 1.038 0.046 -0.622
H 0.456 0.325 1.845 0.189
H -0.275 3.345 1.928 0.429
H -1.206 1.921 2.768 0.245
H -1.451 2.249 -0.522 0.488
H -2.205 3.573 0.590 0.288
H -1.201 -0.392 -0.686 0.327
H -3.689 3.932 2.148 0.453
H -6.472 3.881 2.812 0.319
H -5.849 3.778 -1.084 0.122
H -5.611 6.074 -2.794 0.336
H -5.275 8.607 -1.343 0.294
H -5.289 8.456 1.431 0.303
H -6.362 2.079 0.182 0.248
H -7.594 2.004 1.575 0.310
H -5.380 -2.713 4.998 0.012
H -5.114 -0.999 5.790 0.333
H -6.860 -1.542 5.181 0.330
H 0.446 3.587 -0.574 -0.119
H 1.839 4.465 -1.519 0.374
H 0.825 1.566 -2.033 0.059
H 2.697 1.509 -1.649 0.134
H 2.000 2.626 -3.065 0.097
C 4.648 1.136 -7.429 -0.666
C 5.570 0.369 -6.482 -0.607
C 5.352 0.928 -5.077 -0.281
S 3.675 1.541 -5.038 1.314
O 3.714 2.979 -4.873 -0.729
O 2.873 0.685 -4.187 -0.666
C 3.292 1.179 -6.740 -0.826
H 4.586 0.658 -8.410 0.359
H 5.029 2.155 -7.571 0.308
H 5.307 -0.696 -6.500 0.243
H 6.619 0.453 -6.782 0.387
H 5.474 0.155 -4.313 0.004
H 6.024 1.765 -4.870 0.436
H 2.628 1.944 -7.145 0.402
H 2.804 0.200 -6.772 0.391
C -3.452 -6.325 3.083 -0.378
C -2.530 -7.092 4.030 -0.677
C -2.748 -6.533 5.435 -0.649
S -4.425 -5.920 5.474 1.136
O -4.386 -4.482 5.639 -0.686
O -5.227 -6.776 6.325 -0.686
C -4.808 -6.282 3.772 -0.660
H -3.514 -6.803 2.101 0.345
H -3.071 -5.306 2.941 0.156
H -2.793 -8.157 4.011 0.309
H -1.481 -7.008 3.730 0.341
H -2.626 -7.306 6.199 0.338
H -2.076 -5.696 5.642 0.367
H -5.472 -5.517 3.366 0.345
H -5.296 -7.261 3.740 0.332
C 8.399 -2.039 -0.962 -0.668
C 9.374 -1.948 -2.135 -0.632
C 8.756 -2.713 -3.304 -0.653
S 6.986 -2.624 -3.081 1.067
O 6.487 -3.958 -2.822 -0.678
O 6.419 -1.768 -4.104 -0.605
C 7.027 -1.728 -1.541 -0.523
H 8.663 -1.344 -0.159 0.352
H 8.411 -3.055 -0.549 0.321
H 9.512 -0.897 -2.414 0.293
H 10.358 -2.351 -1.875 0.329
H 9.024 -2.265 -4.264 0.347
H 9.047 -3.767 -3.291 0.361
H 6.206 -2.052 -0.899 0.305
H 6.928 -0.663 -1.771 0.327
```

Properties
LUMO energy   -4.991 eV
Total charge   +1

---

Molecular formula: C32H52ClPV
Method: DFT, ωB97M-V/def2-TZVPD

Geometry as XYZ:
```
87
Properties=species:S:1:pos:R:3:mulliken_spin:R:1
V -0.646 0.282 2.062 0.493
Cl -2.704 0.854 1.319 0.017
P -0.395 0.301 -0.876 -0.022
C -0.857 1.293 3.656 0.044
H -0.078 1.860 4.161 0.002
H -1.856 1.605 3.971 0.001
C 1.014 -0.612 -1.773 0.003
C -0.388 2.110 -1.438 0.009
C 2.391 0.003 -1.490 -0.003
H 0.971 -1.602 -1.281 0.004
C 3.518 -0.918 -1.985 0.000
H 2.473 0.977 -1.996 0.001
H 2.540 0.194 -0.423 0.000
C 3.361 -1.325 -3.454 0.000
H 4.480 -0.411 -1.840 0.000
H 3.533 -1.821 -1.359 0.000
C 1.942 -1.795 -3.799 0.000
H 3.625 -0.473 -4.094 0.000
H 4.073 -2.125 -3.687 0.000
C 0.855 -0.844 -3.281 -0.001
H 1.836 -1.903 -4.886 0.000
H 1.774 -2.788 -3.359 0.000
H 0.933 0.117 -3.810 0.000
H -0.129 -1.262 -3.523 0.001
C -1.974 -0.362 -1.695 -0.004
C 0.184 2.378 -2.833 -0.001
H -1.467 2.351 -1.447 0.001
C -0.069 3.838 -3.225 0.000
H 1.265 2.176 -2.840 0.000
H -0.270 1.723 -3.590 0.000
C 0.549 4.823 -2.227 0.000
H 0.332 4.019 -4.230 0.000
H -1.154 4.004 -3.274 0.000
C 0.207 4.507 -0.765 0.000
H 1.640 4.822 -2.351 0.000
H 0.208 5.837 -2.462 0.000
C 0.275 3.017 -0.393 0.007
H 0.882 5.067 -0.105 0.000
H -0.808 4.870 -0.552 0.000
H 1.327 2.717 -0.259 0.000
H -0.221 2.892 0.581 -0.002
C -2.013 -1.896 -1.698 -0.007
H -2.728 -0.019 -0.966 0.005
C -3.383 -2.417 -2.163 0.002
H -1.234 -2.294 -2.364 0.002
H -1.791 -2.286 -0.692 0.011
C -3.863 -1.794 -3.480 0.000
H -3.333 -3.507 -2.271 0.000
H -4.123 -2.206 -1.379 -0.001
C -3.737 -0.267 -3.512 0.000
H -3.289 -2.220 -4.315 0.000
H -4.910 -2.069 -3.651 0.000
C -2.363 0.236 -3.054 -0.002
H -3.932 0.103 -4.526 0.000
H -4.503 0.174 -2.859 0.000
H -1.613 -0.027 -3.815 0.000
H -2.393 1.334 -3.009 0.000
C -0.102 -1.467 1.837 0.337
C -0.682 -0.341 3.788 -0.077
H 0.407 -1.633 0.869 0.133
C -1.972 -0.940 4.289 0.054
H 0.220 -0.628 4.327 -0.012
C -1.914 -2.468 4.409 -0.030
H -2.195 -0.491 5.268 0.002
H -2.800 -0.630 3.643 -0.003
C -1.631 -3.114 3.059 0.090
H -1.128 -2.739 5.128 -0.006
H -2.865 -2.838 4.816 -0.001
C -0.218 -2.774 2.535 -0.046
H -1.706 -4.204 3.181 -0.006
H -2.393 -2.831 2.318 -0.002
H 0.528 -2.850 3.351 0.024
H 0.071 -3.583 1.837 0.002
C 1.231 0.958 1.939 0.005
C 2.052 0.461 3.116 -0.044
C 2.599 -0.832 3.120 -0.001
C 3.114 -1.364 4.305 0.015
C 3.169 -0.581 5.464 -0.001
C 2.757 0.755 5.419 0.004
C 2.258 1.292 4.235 0.001
H 1.663 0.640 0.986 0.022
H 1.129 2.051 1.966 0.005
H 2.582 -1.431 2.204 -0.025
H 3.489 -2.390 4.317 0.000
H 3.564 -1.001 6.391 0.000
H 2.834 1.389 6.305 0.000
H 1.971 2.345 4.181 0.001
```

Properties
LUMO energy (spin up / spin down)   0.203 / -0.960 eV
<S²>   0.7676
2S+1   2

---

Molecular formula: C32H53ClN3O5P
Method: DFT, ωB97M-V/def2-TZVPD

Geometry as XYZ:
```
95
Properties=species:S:1:pos:R:3:mulliken_spin:R:1
C 1.351 -3.298 1.738 0.000
O 0.507 -3.837 0.737 0.000
C 0.343 -2.982 -0.378 0.000
C -0.819 -2.002 -0.226 -0.009
C -2.126 -2.670 0.195 -0.003
C -3.076 -1.744 0.908 0.004
C -2.778 -1.106 2.108 0.003
Cl -1.279 -1.441 2.918 0.000
C -3.650 -0.231 2.760 -0.010
C -4.888 0.062 2.216 0.000
C -5.218 -0.582 1.045 -0.001
C -4.348 -1.461 0.415 0.003
C -5.050 -1.964 -0.810 0.000
O -4.596 -2.573 -1.749 0.000
N -6.400 -1.523 -0.737 0.000
P -7.743 -2.623 -1.128 0.000
C -7.032 -4.217 -0.555 0.000
C -8.847 -2.289 0.289 0.000
C -6.467 -0.502 0.248 0.001
O -7.344 0.317 0.335 0.000
H 1.023 -3.681 2.705 0.000
H 2.387 -3.607 1.571 0.001
H 1.295 -2.206 1.767 0.000
H 1.261 -2.427 -0.583 0.007
H 0.147 -3.631 -1.238 0.000
H -0.950 -1.532 -1.206 0.000
H -0.521 -1.202 0.455 0.012
H -1.936 -3.542 0.824 0.000
H -2.627 -3.005 -0.712 0.000
H -3.361 0.220 3.699 0.005
H -5.584 0.742 2.688 -0.001
H -7.608 -4.986 -1.076 0.000
H -5.986 -4.333 -0.831 0.000
H -7.162 -4.371 0.518 0.000
H -8.491 -2.717 1.228 0.000
H -9.809 -2.729 0.021 0.000
H -8.989 -1.219 0.421 0.000
C -0.207 1.900 -0.828 0.053
C -1.318 2.718 -0.154 -0.005
C -1.275 4.179 -0.611 0.027
C -0.118 4.970 -0.006 -0.023
C -0.144 4.875 1.519 0.028
C -0.146 3.433 2.031 -0.011
N -1.232 2.662 1.342 0.356
O -2.377 2.870 1.888 0.569
C 1.240 2.793 1.828 0.051
C -0.424 3.405 3.529 -0.004
C -2.635 2.082 -0.588 -0.057
H -0.364 0.839 -0.654 -0.010
H -0.240 2.073 -1.905 -0.001
H 0.798 2.140 -0.498 -0.012
H -2.216 4.663 -0.332 0.006
H -1.223 4.199 -1.702 0.004
H 0.837 4.611 -0.401 0.000
H -0.198 6.017 -0.304 0.001
H 0.716 5.393 1.951 0.003
H -1.039 5.384 1.888 0.003
H 1.186 1.707 1.920 -0.015
H 1.916 3.161 2.600 0.001
H 1.701 3.041 0.876 -0.001
H -1.346 3.921 3.783 0.003
H 0.398 3.899 4.049 0.000
H -0.494 2.378 3.891 -0.002
H -2.728 1.072 -0.186 0.024
H -2.649 2.022 -1.677 0.000
H -3.498 2.659 -0.264 0.005
C 6.314 -1.807 -2.889 0.006
C 4.948 -1.176 -2.577 0.015
C 4.876 0.268 -3.082 0.024
C 5.679 1.253 -2.236 -0.018
C 5.255 1.165 -0.771 0.024
C 5.355 -0.251 -0.201 0.018
N 4.640 -1.210 -1.110 0.425
O 3.374 -1.201 -0.896 0.501
C 6.831 -0.635 0.007 0.014
C 4.689 -0.314 1.169 -0.016
C 3.913 -2.021 -3.311 -0.010
H 6.282 -2.882 -2.708 -0.006
H 6.546 -1.650 -3.943 0.000
H 7.141 -1.403 -2.318 -0.002
H 3.828 0.585 -3.087 0.005
H 5.215 0.289 -4.119 0.002
H 6.751 1.064 -2.343 -0.002
H 5.510 2.268 -2.601 0.001
H 5.865 1.828 -0.153 0.002
H 4.221 1.512 -0.682 0.002
H 6.940 -1.712 0.143 -0.010
H 7.201 -0.146 0.907 0.001
H 7.484 -0.317 -0.802 0.001
H 3.660 0.035 1.140 0.011
H 5.245 0.322 1.859 0.000
H 4.695 -1.333 1.559 -0.001
H 3.873 -3.031 -2.902 0.002
H 4.202 -2.086 -4.362 0.000
H 2.917 -1.589 -3.256 0.005
```

Properties
LUMO energy (spin up / spin down)   -0.174 / -0.186 eV
<S²>   2.0082
2S+1   3